<w>
A cluster of 15 separate species, C39H61N15O14 in total, computed with ωB97M-V/def2-TZVPD.

The geometry in XYZ format:
```
129
C39H61N15O14 ωB97M-V/def2-TZVPD
N 36.155 36.258 4.960
C 36.814 36.489 3.832
C 37.950 37.580 4.238
C 37.787 37.677 5.762
C 36.642 36.764 6.150
H 35.240 35.825 4.992
H 36.550 36.310 2.765
H 38.607 38.175 3.640
H 38.319 38.288 6.425
H 36.191 36.376 7.052
N 38.091 44.820 0.240
C 38.341 43.548 0.771
C 37.674 43.572 2.092
C 37.022 44.918 2.217
C 37.355 45.668 1.001
H 38.145 45.131 -0.639
H 38.962 42.838 0.182
H 37.821 42.865 2.871
H 36.378 45.209 3.109
H 37.232 46.605 0.574
N 41.684 41.940 4.136
C 42.021 41.890 5.440
C 40.724 41.176 6.076
C 39.771 40.935 5.056
C 40.431 41.532 3.770
H 42.366 42.353 3.287
H 42.857 42.153 5.860
H 40.765 41.044 7.193
H 38.754 40.471 5.098
H 40.267 41.526 2.567
N 39.406 41.388 9.677
C 38.293 41.362 8.913
C 37.461 40.165 9.294
C 38.229 39.559 10.485
C 39.472 40.409 10.719
H 40.087 42.016 9.417
H 38.168 41.913 7.901
H 36.379 39.966 8.999
H 37.862 38.744 10.885
H 40.471 40.407 11.413
N 35.412 39.176 3.548
C 35.633 40.586 3.680
C 34.438 41.384 3.183
C 33.630 40.238 2.630
C 34.244 38.953 2.936
H 35.993 38.549 3.783
H 36.632 40.993 3.984
H 34.207 42.544 3.225
H 32.597 40.342 2.123
H 33.796 37.949 2.778
N 40.137 44.303 10.637
C 41.418 43.640 10.773
C 41.818 43.315 9.338
C 40.775 43.983 8.463
C 39.850 44.686 9.329
H 39.464 44.474 11.239
H 41.992 43.363 11.707
H 42.645 42.669 9.136
H 40.760 43.949 7.409
H 38.914 45.240 9.109
N 42.112 38.790 4.513
C 41.585 37.577 4.727
C 42.695 36.558 4.501
C 43.933 37.296 4.206
C 43.474 38.738 4.148
H 41.691 39.723 4.548
H 40.412 37.625 4.966
H 42.552 35.417 4.694
H 44.910 36.916 4.170
H 44.139 39.670 3.707
N 35.073 43.422 7.570
C 35.520 42.706 6.501
C 36.817 43.238 6.073
C 36.976 44.533 7.083
C 35.787 44.464 7.955
H 34.145 43.477 8.095
H 34.868 41.927 6.084
H 37.491 42.827 5.413
H 37.947 45.116 7.065
H 35.311 45.159 8.653
C 40.468 37.788 8.145
N 41.581 37.687 9.161
O 42.134 38.684 9.541
O 42.089 36.637 9.443
H 40.318 38.811 8.046
H 39.624 37.254 8.400
H 40.876 37.579 7.124
C 45.450 45.261 4.838
N 45.220 43.819 4.863
O 45.329 43.250 5.807
O 44.961 43.158 3.784
H 44.426 45.823 5.067
H 45.486 45.680 3.680
H 46.366 45.595 5.532
C 43.166 41.405 -1.606
N 42.206 41.913 -0.592
O 42.347 41.771 0.616
O 41.123 42.292 -1.037
H 43.971 40.731 -1.125
H 43.620 42.293 -2.146
H 42.542 40.987 -2.367
C 41.144 37.983 1.242
N 41.749 37.764 -0.148
O 42.824 38.345 -0.408
O 41.219 36.885 -0.833
H 40.212 37.431 1.325
H 41.102 39.136 1.369
H 41.763 37.668 2.024
C 44.467 39.621 7.310
N 45.787 38.957 7.158
O 46.426 38.568 8.165
O 46.282 39.001 5.987
H 44.332 40.179 6.287
H 44.859 40.290 8.264
H 43.750 38.941 7.683
C 36.810 40.552 -0.212
N 37.692 39.585 0.336
O 37.435 38.349 0.334
O 38.742 39.938 0.808
H 36.794 41.120 0.732
H 35.928 40.339 -0.519
H 37.197 41.086 -0.966
C 40.052 44.955 4.154
N 41.319 45.509 4.203
O 42.339 44.836 4.251
O 41.335 46.753 4.306
H 40.241 44.208 4.835
H 39.818 44.642 3.268
H 39.348 45.734 4.713
```

Calculated values
HOMO, eV: -7.57
Kohn-Sham gap, eV: 7.3

---

<x>
A cluster of 15 separate species, C39H61N15O14 in total, computed with ωB97M-V/def2-TZVPD.

The geometry in XYZ format:
```
129
C39H61N15O14 ωB97M-V/def2-TZVPD
N -4.032 -4.234 1.111
C -4.394 -4.381 -0.192
C -3.100 -4.289 -0.947
C -1.965 -4.037 0.028
C -2.697 -3.948 1.342
H -4.767 -4.407 1.917
H -5.349 -4.615 -0.870
H -3.092 -4.504 -2.057
H -0.783 -3.879 -0.253
H -2.134 -3.687 2.186
N -0.967 -5.391 4.563
C -1.044 -4.542 5.667
C -0.135 -3.373 5.451
C 0.450 -3.649 4.136
C -0.172 -4.909 3.657
H -1.532 -6.218 4.598
H -1.734 -4.841 6.305
H 0.003 -2.493 6.113
H 0.978 -2.915 3.394
H -0.083 -5.507 2.812
N -0.260 2.039 -7.403
C 0.715 1.227 -7.770
C 1.167 0.592 -6.459
C 0.274 1.084 -5.440
C -0.542 2.112 -6.002
H -0.853 2.626 -8.003
H 1.258 1.212 -8.752
H 1.860 -0.100 -6.218
H 0.421 0.741 -4.226
H -1.269 2.789 -5.760
N 4.908 1.635 -2.914
C 3.673 1.496 -3.578
C 2.618 0.778 -2.590
C 3.580 0.388 -1.330
C 4.947 0.973 -1.673
H 5.556 2.213 -3.224
H 3.349 1.967 -4.557
H 1.425 0.521 -2.786
H 3.221 -0.088 -0.462
H 5.894 1.061 -1.148
N -0.723 0.177 -1.085
C 0.007 -0.887 -0.703
C 0.685 -0.630 0.664
C 0.383 0.850 0.871
C -0.699 1.205 -0.234
H -1.176 0.373 -1.948
H -0.032 -1.972 -1.101
H 1.274 -1.382 1.214
H 0.918 1.539 1.507
H -1.285 2.232 -0.514
N 5.372 -3.939 -0.265
C 5.022 -4.958 0.656
C 4.031 -4.366 1.594
C 3.979 -2.813 1.410
C 4.853 -2.616 0.174
H 5.952 -3.837 -1.181
H 5.383 -5.851 0.633
H 3.839 -4.907 2.396
H 3.688 -2.009 1.993
H 5.168 -1.749 -0.266
N 1.176 4.977 -0.336
C 1.423 3.850 -1.075
C 0.965 4.095 -2.412
C 0.458 5.485 -2.474
C 0.639 6.009 -0.993
H 1.204 5.089 0.647
H 1.955 2.836 -0.659
H 1.174 3.486 -3.213
H -0.216 5.765 -3.405
H 0.258 6.908 -0.592
N -5.648 5.208 0.968
C -5.068 3.907 0.742
C -3.912 4.077 -0.342
C -3.986 5.632 -0.605
C -5.141 6.162 0.300
H -6.397 5.069 1.618
H -5.829 3.111 1.100
H -3.505 3.326 -0.895
H -3.262 6.263 -1.059
H -5.509 7.244 0.524
C -1.829 4.245 2.373
N -1.927 2.910 3.003
O -2.662 2.151 2.389
O -0.982 2.696 3.828
H -1.349 4.955 3.115
H -2.748 4.801 1.880
H -1.149 4.132 1.683
C -3.582 -0.614 0.033
N -4.905 -0.086 -0.217
O -5.920 -0.145 0.537
O -4.982 0.406 -1.246
H -3.808 -1.587 0.642
H -2.892 -0.064 0.564
H -3.294 -0.985 -0.973
C -1.244 -0.654 3.509
N -2.495 -0.314 4.309
O -3.573 -0.455 3.861
O -2.313 -0.014 5.558
H -0.215 -0.511 3.977
H -1.413 0.058 2.648
H -1.535 -1.518 3.117
C 2.675 -5.521 -1.314
N 1.630 -5.409 -2.373
O 0.920 -4.413 -2.427
O 1.468 -6.399 -3.135
H 3.611 -5.792 -1.855
H 2.333 -6.466 -0.780
H 2.508 -4.565 -0.771
C 2.961 3.143 2.864
N 2.978 4.540 2.215
O 1.913 5.059 2.098
O 4.066 4.923 1.776
H 3.101 2.510 1.990
H 2.020 2.796 3.369
H 3.690 3.110 3.605
C 4.394 -0.771 4.945
N 3.063 -0.494 4.594
O 2.714 -0.073 3.497
O 2.229 -0.870 5.481
H 4.997 -0.876 4.005
H 4.417 -1.814 5.433
H 5.034 0.223 5.424
C -3.389 -0.550 -5.529
N -2.385 -0.740 -4.485
O -2.295 0.225 -3.628
O -1.883 -1.744 -4.347
H -2.887 -0.461 -6.484
H -4.076 0.286 -5.466
H -3.791 -1.619 -5.574
```

Calculated values
HOMO, eV: -7.16
Kohn-Sham gap, eV: 6.4

---

Which one sits at the top of the stability order? <w> does.

---

<w>
A cluster of 2 separate species, C3H9NO in total, computed with ωB97M-V/def2-TZVPD.

The geometry in XYZ format:
```
14
C3H9NO ωB97M-V/def2-TZVPD
C 2.450 2.183 -1.157
O 1.794 1.176 -0.391
H 1.695 2.931 -1.385
H 3.245 2.672 -0.581
H 2.957 1.740 -2.012
C -1.915 -1.547 1.119
C -2.887 -1.668 0.132
N -0.771 -0.941 0.948
H -2.094 -1.883 2.136
H -3.594 -2.487 0.138
H -2.936 -0.994 -0.714
H -0.212 -0.816 1.790
H 2.492 0.568 -0.112
H -0.226 -0.935 0.091
```

Calculated values
HOMO (spin up / spin down), eV: -13.46 / -13.46
Multiplicity: 2
<S²>: 0.763
Kohn-Sham gap (spin up / spin down), eV: 9.1 / 6.0
Total charge: +1

---

<x>
The ion C3H9NO with charge +1, computed with ωB97M-V/def2-TZVPD.

The geometry in XYZ format:
```
14
C3H9NO ωB97M-V/def2-TZVPD
C -0.455 2.179 -0.436
O -0.449 0.816 0.095
H -1.482 2.330 -1.002
H 0.480 2.467 -1.024
H -0.177 2.738 0.541
C -0.402 -1.839 0.944
C 0.605 -0.025 -0.393
N 0.316 -1.436 -0.240
H -0.078 -1.218 1.821
H -1.508 -1.728 0.849
H -0.078 -2.892 1.130
H 1.627 0.331 0.011
H 0.610 0.135 -1.459
H 0.992 -1.859 -0.836
```

Calculated values
HOMO (spin up / spin down), eV: -14.97 / -14.85
Multiplicity: 2
<S²>: 0.755
Kohn-Sham gap (spin up / spin down), eV: 11.6 / 6.7
Total charge: +1

---

Which one sits at the top of the stability order? <w> does.

---

<w>
A cluster of 2 separate species, CHN3O in total, computed with ωB97M-V/def2-TZVPD.

The geometry in XYZ format:
```
6
CHN3O ωB97M-V/def2-TZVPD
O -0.374 -1.519 -0.276
C 1.375 0.919 0.023
N 1.006 1.980 0.284
N -2.326 -0.377 0.212
N -1.376 -0.929 -0.025
H 1.695 -0.074 -0.219
```

Calculated values
HOMO, eV: -12.36
SMILES: N#[N+][O-].C#N
Kohn-Sham gap, eV: 13.3

---

<x>
An isolated molecule of CHN3O, computed with ωB97M-V/def2-TZVPD.

The geometry in XYZ format:
```
6
CHN3O ωB97M-V/def2-TZVPD
C -0.336 0.907 -0.799
N -0.934 1.913 -1.052
N 0.304 -0.002 -0.314
N -0.822 2.835 -1.931
O -1.621 3.716 -2.081
H 0.187 -0.552 0.542
```

Calculated values
HOMO, eV: -9.21
SMILES: N=C=NN=O
Kohn-Sham gap, eV: 9.0

---

Which one sits at the top of the stability order? <w> does.

---

<w>
An isolated molecule of CH3N3O3, computed with ωB97M-V/def2-TZVPD.

The geometry in XYZ format:
```
10
CH3N3O3 ωB97M-V/def2-TZVPD
C 0.571 0.249 -0.143
N 1.582 -0.433 0.407
O -0.373 -1.746 -0.379
O -2.205 1.096 -0.049
N -0.732 -0.586 -0.045
N -1.922 -0.214 -0.157
O 0.517 1.405 -0.449
H -1.391 1.645 -0.109
H 2.481 0.026 0.470
H 1.474 -1.441 0.454
```

Calculated values
HOMO (spin up / spin down), eV: -9.53 / -9.53
SMILES: NC(=O)/[N+]([O-])=N\O
Kohn-Sham gap (spin up / spin down), eV: 9.4 / 9.4

---

<x>
A cluster of 2 separate species, CH3N3O3 in total, computed with ωB97M-V/def2-TZVPD.

The geometry in XYZ format:
```
10
CH3N3O3 ωB97M-V/def2-TZVPD
C 0.423 1.167 -0.301
N 0.914 -0.987 0.150
N 0.743 -0.088 -0.804
N -1.663 -0.213 0.037
O -2.599 0.395 -0.425
O 0.455 1.533 0.868
O -1.388 -1.080 0.822
H 0.276 1.879 -1.201
H 1.463 -1.870 -0.139
H 1.376 -0.736 0.993
```

Calculated values
HOMO (spin up / spin down), eV: -9.24 / -9.90
Kohn-Sham gap (spin up / spin down), eV: 8.1 / 8.6

---

Which one sits at the top of the stability order? <w> does.